Record 1
Formula: C12H36O6
Source: the Open Molecules 2025 dataset
Level of theory: ωB97M-V/def2-TZVPD

```
54
C12H36O6, DFT ωB97M-V/def2-TZVPD
O -0.71 0.75 -3.29
H -1.45 0.14 -3.32
H -0.80 1.28 -4.08
O -0.56 0.35 -0.56
H -0.72 0.55 -1.48
H 0.13 -0.32 -0.57
C 0.96 3.68 -0.01
C -0.52 3.97 0.04
C -1.19 4.04 -1.41
O -1.14 2.93 0.69
H 1.35 2.82 -0.55
H 1.28 3.64 1.03
H 1.37 4.55 -0.51
H -0.64 4.92 0.56
H -2.24 4.26 -1.19
H -1.17 3.14 -2.03
H -0.81 4.93 -1.90
H -0.79 2.15 0.27
C 0.67 -2.50 2.48
C 1.82 -3.55 2.64
C 1.68 -4.28 3.97
O 1.74 -4.32 1.50
H -0.35 -2.80 2.70
H 0.68 -2.07 1.48
H 0.81 -1.75 3.25
H 2.72 -2.94 2.61
H 2.01 -3.53 4.69
H 2.40 -5.10 3.99
H 0.67 -4.65 4.09
H 1.14 -5.02 1.77
C 4.32 -1.18 0.45
C 3.62 -2.13 -0.56
C 2.73 -1.36 -1.54
O 4.68 -2.79 -1.21
H 5.07 -0.53 0.00
H 4.98 -1.82 1.04
H 3.69 -0.57 1.11
H 3.03 -2.79 0.07
H 1.98 -0.78 -0.99
H 2.15 -2.10 -2.08
H 3.25 -0.70 -2.24
H 5.21 -2.08 -1.57
C -4.15 1.59 -2.05
C -4.60 0.64 -0.87
C -4.08 0.93 0.55
O -5.99 0.59 -0.81
H -4.93 1.71 -2.81
H -3.17 1.38 -2.46
H -4.01 2.55 -1.56
H -4.25 -0.31 -1.25
H -3.00 0.89 0.40
H -4.30 0.14 1.27
H -4.28 1.95 0.86
H -6.28 1.49 -0.63
```

LUMO (spin up / spin down): -2.7 / -9.0 eV
Energy: -929.831920 hartree
Kohn-Sham gap (spin up / spin down): 9.21 / 2.88 eV
Molecular weight: 276.4 g mol⁻¹
Highest occupied orbital energy (spin up / spin down): -11.92 / -11.92 eV
Multiplicity: 2
⟨S²⟩: 0.75
Total charge: +1



Record 2
Formula: C12H36O6S6
Source: the Open Molecules 2025 dataset
Level of theory: ωB97M-V/def2-TZVPD

```
60
C12H36O6S6, DFT ωB97M-V/def2-TZVPD
C -1.24 -0.86 -3.18
S -2.85 -1.82 -3.24
O -2.43 -3.24 -2.82
C -3.59 -0.96 -1.85
H -0.71 -0.83 -2.23
H -1.45 0.15 -3.53
H -0.52 -1.44 -3.76
H -3.53 0.12 -1.97
H -3.10 -1.36 -0.96
H -4.63 -1.14 -1.60
C -4.95 -1.90 1.33
S -6.44 -2.59 2.24
O -7.59 -1.57 2.17
C -6.71 -3.91 0.98
H -4.53 -1.18 2.02
H -5.30 -1.34 0.46
H -4.18 -2.66 1.20
H -7.76 -4.06 0.76
H -6.33 -4.80 1.49
H -6.07 -3.79 0.10
C 4.47 6.35 -3.07
S 3.92 4.68 -2.58
O 4.82 3.64 -3.17
C 4.40 4.65 -0.77
H 5.54 6.49 -3.20
H 4.07 7.10 -2.40
H 4.09 6.66 -4.04
H 4.00 3.69 -0.45
H 3.87 5.54 -0.43
H 5.44 4.75 -0.46
C -3.18 -1.93 4.67
S -2.66 -3.24 3.52
O -1.54 -2.57 2.78
C -2.01 -4.34 4.89
H -3.47 -1.18 3.93
H -2.38 -1.44 5.22
H -3.98 -2.22 5.35
H -1.17 -3.83 5.36
H -1.59 -5.29 4.54
H -2.85 -4.41 5.58
C 1.20 0.92 -0.39
S -0.18 1.48 0.59
O -1.01 2.40 -0.31
C -1.23 0.01 0.89
H 1.67 -0.03 -0.14
H 2.03 1.56 -0.09
H 0.76 1.07 -1.38
H -1.18 -0.52 1.84
H -0.87 -0.74 0.18
H -2.30 0.09 0.66
C 7.59 1.03 -2.24
S 6.83 0.10 -0.88
O 7.53 0.46 0.38
C 5.21 0.95 -1.03
H 8.49 0.49 -2.54
H 7.94 2.06 -2.10
H 6.95 1.18 -3.11
H 4.42 0.66 -0.34
H 4.91 0.91 -2.07
H 5.33 2.01 -0.79
```

LUMO: 0.3 eV
Energy: -3319.074701 hartree
Kohn-Sham gap: 9.08 eV
Molecular weight: 468.8 g mol⁻¹
Highest occupied orbital energy: -8.79 eV
Multiplicity: 1



Record 3
Formula: C12H37Fe2O7
Source: the Open Molecules 2025 dataset
Level of theory: ωB97M-V/def2-TZVPD

```
58
C12H37Fe2O7, DFT ωB97M-V/def2-TZVPD
Fe -21.67 12.42 8.54
Fe -19.55 15.57 9.66
O -20.37 14.02 8.67
H -20.10 14.19 7.76
C -25.06 13.72 7.49
C -23.75 14.42 7.21
O -22.70 13.44 6.89
H -25.36 13.05 6.68
H -25.88 14.44 7.52
H -25.03 13.16 8.43
H -23.40 15.05 8.03
H -23.80 15.05 6.32
H -22.89 13.16 5.98
C -23.27 12.84 12.55
C -23.59 12.59 11.09
O -22.66 13.34 10.24
H -23.45 13.88 12.84
H -22.21 12.62 12.67
H -23.85 12.22 13.23
H -24.63 12.87 10.91
H -23.47 11.54 10.81
H -22.70 14.26 10.53
C -19.40 16.01 5.77
C -20.05 16.89 6.87
O -19.21 16.88 8.08
H -20.10 16.00 4.94
H -19.20 15.00 6.10
H -18.48 16.48 5.42
H -21.02 16.44 7.07
H -20.14 17.90 6.49
H -18.48 17.48 7.86
C -20.22 10.86 4.83
C -20.28 10.48 6.30
O -20.21 11.63 7.19
H -19.35 11.43 4.51
H -21.14 11.33 4.48
H -20.19 9.91 4.29
H -19.51 9.78 6.62
H -21.28 10.07 6.45
H -19.30 12.03 7.13
C -16.42 10.60 7.38
C -16.56 11.82 6.46
O -17.68 12.62 6.94
H -15.50 10.04 7.20
H -17.17 9.84 7.13
H -16.42 10.86 8.43
H -16.78 11.47 5.46
H -15.65 12.41 6.44
H -17.35 13.13 7.68
C -19.80 15.49 13.75
C -18.85 14.85 12.76
O -19.59 14.46 11.55
H -20.50 14.81 14.23
H -20.38 16.28 13.25
H -19.29 16.01 14.56
H -18.32 14.00 13.20
H -18.04 15.54 12.51
H -19.81 13.53 11.69
```

LUMO (spin up / spin down): -10.0 / -11.6 eV
Energy: -3532.480745 hartree
Kohn-Sham gap (spin up / spin down): 8.66 / 7.15 eV
Molecular weight: 405.1 g mol⁻¹
Highest occupied orbital energy (spin up / spin down): -18.71 / -18.71 eV
Multiplicity: 9
⟨S²⟩: 20.01
Total charge: +3



Record 4
Formula: C12H38K2NO10
Source: the Open Molecules 2025 dataset
Level of theory: ωB97M-V/def2-TZVPD

```
63
C12H38K2NO10, DFT ωB97M-V/def2-TZVPD
K -9.99 -17.10 1.20
K -14.71 -21.47 0.58
N -12.86 -18.31 -0.17
O -13.52 -19.15 -0.76
O -12.23 -18.72 0.81
O -12.76 -17.17 -0.48
O -12.82 -20.48 2.62
H -11.97 -20.52 3.06
H -12.70 -19.85 1.91
O -12.16 -15.28 1.26
H -12.61 -15.24 2.10
H -12.70 -15.88 0.74
O -11.30 -16.34 -2.78
H -10.88 -16.89 -3.44
H -11.62 -16.96 -2.12
C -15.64 -15.99 2.59
C -15.45 -15.74 1.04
C -16.71 -15.94 0.25
O -15.14 -14.37 0.98
H -16.16 -16.94 2.69
H -16.34 -15.27 3.02
H -14.78 -16.04 3.26
H -14.69 -16.39 0.61
H -16.70 -15.55 -0.77
H -17.56 -15.53 0.78
H -16.95 -16.99 0.06
H -15.97 -13.89 1.02
C -9.93 -21.71 1.14
C -8.82 -20.65 1.03
C -8.76 -19.97 -0.41
O -9.09 -19.60 2.00
H -9.91 -22.21 0.17
H -10.80 -21.06 1.24
H -9.78 -22.39 1.98
H -7.79 -20.95 1.24
H -7.99 -19.21 -0.49
H -9.81 -19.67 -0.54
H -8.56 -20.72 -1.17
H -9.60 -19.99 2.72
C -16.54 -20.08 -3.28
C -15.16 -20.08 -3.96
C -15.30 -20.21 -5.49
O -14.41 -18.91 -3.67
H -17.08 -21.03 -3.37
H -17.26 -19.45 -3.79
H -16.53 -19.73 -2.25
H -14.64 -20.95 -3.56
H -15.63 -19.24 -5.87
H -16.00 -21.02 -5.67
H -14.34 -20.43 -5.95
H -14.24 -18.93 -2.73
C -13.78 -13.63 -2.77
C -12.43 -13.06 -2.71
C -12.43 -11.56 -2.49
O -11.84 -13.73 -1.67
H -13.69 -14.71 -2.86
H -14.29 -13.25 -3.66
H -14.31 -13.61 -1.82
H -11.85 -13.23 -3.62
H -13.18 -11.44 -1.71
H -12.75 -11.15 -3.45
H -11.61 -11.01 -2.04
H -11.88 -14.68 -1.75
```

LUMO: -3.4 eV
Energy: -2486.751479 hartree
Kohn-Sham gap: 7.42 eV
Molecular weight: 434.6 g mol⁻¹
Highest occupied orbital energy: -10.81 eV
Multiplicity: 1
Total charge: +1



Copy entry 3 word for word.
Formula: C12H37Fe2O7
Source: the Open Molecules 2025 dataset
Level of theory: ωB97M-V/def2-TZVPD

```
58
C12H37Fe2O7, DFT ωB97M-V/def2-TZVPD
Fe -21.67 12.42 8.54
Fe -19.55 15.57 9.66
O -20.37 14.02 8.67
H -20.10 14.19 7.76
C -25.06 13.72 7.49
C -23.75 14.42 7.21
O -22.70 13.44 6.89
H -25.36 13.05 6.68
H -25.88 14.44 7.52
H -25.03 13.16 8.43
H -23.40 15.05 8.03
H -23.80 15.05 6.32
H -22.89 13.16 5.98
C -23.27 12.84 12.55
C -23.59 12.59 11.09
O -22.66 13.34 10.24
H -23.45 13.88 12.84
H -22.21 12.62 12.67
H -23.85 12.22 13.23
H -24.63 12.87 10.91
H -23.47 11.54 10.81
H -22.70 14.26 10.53
C -19.40 16.01 5.77
C -20.05 16.89 6.87
O -19.21 16.88 8.08
H -20.10 16.00 4.94
H -19.20 15.00 6.10
H -18.48 16.48 5.42
H -21.02 16.44 7.07
H -20.14 17.90 6.49
H -18.48 17.48 7.86
C -20.22 10.86 4.83
C -20.28 10.48 6.30
O -20.21 11.63 7.19
H -19.35 11.43 4.51
H -21.14 11.33 4.48
H -20.19 9.91 4.29
H -19.51 9.78 6.62
H -21.28 10.07 6.45
H -19.30 12.03 7.13
C -16.42 10.60 7.38
C -16.56 11.82 6.46
O -17.68 12.62 6.94
H -15.50 10.04 7.20
H -17.17 9.84 7.13
H -16.42 10.86 8.43
H -16.78 11.47 5.46
H -15.65 12.41 6.44
H -17.35 13.13 7.68
C -19.80 15.49 13.75
C -18.85 14.85 12.76
O -19.59 14.46 11.55
H -20.50 14.81 14.23
H -20.38 16.28 13.25
H -19.29 16.01 14.56
H -18.32 14.00 13.20
H -18.04 15.54 12.51
H -19.81 13.53 11.69
```

LUMO (spin up / spin down): -10.0 / -11.6 eV
Energy: -3532.480745 hartree
Kohn-Sham gap (spin up / spin down): 8.66 / 7.15 eV
Molecular weight: 405.1 g mol⁻¹
Highest occupied orbital energy (spin up / spin down): -18.71 / -18.71 eV
Multiplicity: 9
⟨S²⟩: 20.01
Total charge: +3



- Number 4 is which compound?
  C12H38K2NO10



Repeat the fourth record exactly.
Formula: C12H38K2NO10
Source: the Open Molecules 2025 dataset
Level of theory: ωB97M-V/def2-TZVPD

```
63
C12H38K2NO10, DFT ωB97M-V/def2-TZVPD
K -9.99 -17.10 1.20
K -14.71 -21.47 0.58
N -12.86 -18.31 -0.17
O -13.52 -19.15 -0.76
O -12.23 -18.72 0.81
O -12.76 -17.17 -0.48
O -12.82 -20.48 2.62
H -11.97 -20.52 3.06
H -12.70 -19.85 1.91
O -12.16 -15.28 1.26
H -12.61 -15.24 2.10
H -12.70 -15.88 0.74
O -11.30 -16.34 -2.78
H -10.88 -16.89 -3.44
H -11.62 -16.96 -2.12
C -15.64 -15.99 2.59
C -15.45 -15.74 1.04
C -16.71 -15.94 0.25
O -15.14 -14.37 0.98
H -16.16 -16.94 2.69
H -16.34 -15.27 3.02
H -14.78 -16.04 3.26
H -14.69 -16.39 0.61
H -16.70 -15.55 -0.77
H -17.56 -15.53 0.78
H -16.95 -16.99 0.06
H -15.97 -13.89 1.02
C -9.93 -21.71 1.14
C -8.82 -20.65 1.03
C -8.76 -19.97 -0.41
O -9.09 -19.60 2.00
H -9.91 -22.21 0.17
H -10.80 -21.06 1.24
H -9.78 -22.39 1.98
H -7.79 -20.95 1.24
H -7.99 -19.21 -0.49
H -9.81 -19.67 -0.54
H -8.56 -20.72 -1.17
H -9.60 -19.99 2.72
C -16.54 -20.08 -3.28
C -15.16 -20.08 -3.96
C -15.30 -20.21 -5.49
O -14.41 -18.91 -3.67
H -17.08 -21.03 -3.37
H -17.26 -19.45 -3.79
H -16.53 -19.73 -2.25
H -14.64 -20.95 -3.56
H -15.63 -19.24 -5.87
H -16.00 -21.02 -5.67
H -14.34 -20.43 -5.95
H -14.24 -18.93 -2.73
C -13.78 -13.63 -2.77
C -12.43 -13.06 -2.71
C -12.43 -11.56 -2.49
O -11.84 -13.73 -1.67
H -13.69 -14.71 -2.86
H -14.29 -13.25 -3.66
H -14.31 -13.61 -1.82
H -11.85 -13.23 -3.62
H -13.18 -11.44 -1.71
H -12.75 -11.15 -3.45
H -11.61 -11.01 -2.04
H -11.88 -14.68 -1.75
```

LUMO: -3.4 eV
Energy: -2486.751479 hartree
Kohn-Sham gap: 7.42 eV
Molecular weight: 434.6 g mol⁻¹
Highest occupied orbital energy: -10.81 eV
Multiplicity: 1
Total charge: +1